*a*
{"formula": "C2H2INO3", "method": "the ωB97M-V functional and the def2-TZVPD basis", "elements": ["C", "N", "O", "H", "O", "C", "O", "I", "H"], "coordinates": [[-1.103, 1.920, -0.640], [-0.961, 1.118, 0.174], [-0.677, 0.145, 0.838], [-1.709, 2.654, -1.103], [-1.201, -1.834, -0.968], [-0.912, -2.241, 0.067], [-0.636, -2.750, 1.059], [3.112, 0.797, -0.270], [4.087, 0.191, 0.844]], "total_charge": 0, "gap_ev": 10.43, "smiles": "C#[N+][O-].O=C=O.I", "homo_energy_ev": -10.030}

*b*
{"formula": "C2H2INO3", "method": "the ωB97M-V functional and the def2-TZVPD basis", "elements": ["C", "C", "N", "O", "O", "O", "I", "H", "H"], "coordinates": [[-0.357, 0.686, 0.579], [-0.140, -0.711, -0.229], [1.682, -1.906, -1.036], [-1.067, -1.461, -0.335], [-1.273, 0.822, 1.342], [1.168, -0.737, -0.601], [-3.264, 3.807, 1.159], [0.431, 1.341, 0.121], [2.819, -1.841, -1.000]], "total_charge": 0, "gap_ev": [6.74, 8.72], "homo_energy_ev": [-9.821, -10.171]}

Computed stability ranking, most favorable first: *a*, *b*

*a*
{"formula": "C3H12NOS2", "method": "the ωB97M-V functional and the def2-TZVPD basis", "elements": ["N", "C", "C", "C", "S", "S", "H", "H", "H", "H", "H", "H", "H", "H", "H", "H", "H", "H", "O"], "coordinates": [[0.220, 1.376, 0.230], [0.965, 0.056, 0.005], [0.304, -0.781, -1.147], [1.211, -0.588, 1.384], [0.040, -0.849, 2.791], [-1.753, -1.144, 2.343], [0.639, 1.914, 0.979], [-0.172, 1.861, -0.653], [-0.797, 1.098, 0.740], [1.925, 0.465, -0.417], [0.301, -0.303, -2.086], [0.754, -1.827, -1.147], [-0.728, -1.046, -1.007], [1.686, -1.624, 1.104], [2.208, -0.033, 1.837], [-2.087, -2.264, 1.765], [-1.784, 0.511, -1.867], [-1.656, 1.911, -2.765], [-1.276, 1.268, -2.090]], "total_charge": 1, "gap_ev": 9.25, "homo_energy_ev": -12.550}

*b*
{"formula": "C3H12NOS2", "method": "the ωB97M-V functional and the def2-TZVPD basis", "elements": ["N", "C", "C", "C", "S", "S", "H", "H", "H", "H", "H", "H", "H", "H", "H", "H", "H", "H", "O"], "coordinates": [[0.907, 1.880, 0.527], [1.472, 0.626, 0.136], [2.787, 0.416, 0.861], [0.524, -0.637, 0.529], [-1.112, -0.504, -0.115], [-6.762, 0.279, 0.034], [1.357, 2.612, -0.025], [-5.959, -0.877, 0.112], [-0.087, 1.870, 0.290], [1.577, 0.366, -0.956], [3.559, 1.084, 0.453], [3.114, -0.627, 0.752], [2.583, 0.541, 1.928], [0.433, -0.817, 1.605], [1.049, -1.422, -0.017], [-5.968, 0.589, 1.080], [-0.326, -1.421, -1.915], [0.328, -2.169, -3.074], [0.522, -1.788, -2.206]], "total_charge": 1, "gap_ev": 2.37, "homo_energy_ev": -11.908}

Computed stability ranking, most favorable first: *a*, *b*

*a*
{"formula": "C37H29KOPS4", "method": "the ωB97M-V functional and the def2-TZVPD basis", "elements": ["K", "O", "C", "C", "C", "C", "C", "S", "C", "C", "C", "C", "S", "C", "C", "C", "C", "S", "H", "H", "H", "H", "H", "H", "H", "H", "H", "C", "C", "C", "C", "C", "C", "P", "C", "C", "C", "C", "C", "C", "C", "C", "C", "C", "C", "C", "H", "H", "H", "H", "H", "H", "H", "H", "H", "H", "H", "H", "H", "H", "H", "S", "C", "C", "C", "C", "C", "C", "H", "H", "H", "H", "H"], "coordinates": [[1.144, -1.050, 1.336], [2.161, 0.336, 0.039], [2.567, 0.896, -1.133], [2.414, -0.127, -2.279], [1.424, -1.054, -2.395], [1.538, -1.863, -3.563], [2.627, -1.539, -4.312], [3.479, -0.218, -3.629], [4.038, 1.338, -1.062], [4.697, 2.361, -1.678], [6.096, 2.379, -1.383], [6.462, 1.367, -0.551], [5.115, 0.406, -0.103], [1.723, 2.157, -1.464], [0.981, 2.805, -0.349], [-1.106, 3.022, -1.696], [-0.426, 3.141, -2.835], [1.198, 2.516, -3.074], [0.627, -1.157, -1.669], [0.854, -2.666, -3.808], [2.976, -1.995, -5.227], [4.202, 3.076, -2.323], [6.786, 3.117, -1.774], [7.444, 1.148, -0.158], [1.364, 2.379, 0.583], [-2.086, 3.477, -1.593], [-0.811, 3.664, -3.703], [-5.364, 1.871, 4.150], [-5.519, 1.532, 2.811], [-4.413, 1.210, 2.037], [-3.136, 1.221, 2.594], [-2.992, 1.547, 3.942], [-4.097, 1.879, 4.716], [-1.612, 0.850, 1.634], [-2.223, -0.308, 0.347], [-2.108, -1.672, 0.632], [-2.483, -2.627, -0.304], [-2.981, -2.230, -1.536], [-3.120, -0.877, -1.824], [-2.747, 0.077, -0.888], [-1.314, 2.408, 0.747], [-1.536, 3.620, 1.368], [-0.938, 4.852, 1.075], [0.234, 5.148, 0.307], [1.086, 4.301, -0.313], [-0.502, 2.314, -0.508], [-6.230, 2.119, 4.751], [-6.507, 1.514, 2.369], [-4.546, 0.941, 0.996], [-2.003, 1.533, 4.387], [-3.970, 2.132, 5.761], [-1.716, -2.009, 1.587], [-2.365, -3.676, -0.063], [-3.250, -2.973, -2.277], [-3.506, -0.560, -2.785], [-2.851, 1.128, -1.131], [-2.255, 3.627, 2.183], [-1.370, 5.709, 1.582], [0.480, 6.203, 0.254], [1.945, 4.724, -0.823], [-0.389, 1.261, -0.779], [0.252, -3.800, 2.680], [0.905, -5.151, 1.771], [1.566, -4.992, 0.538], [2.069, -6.075, -0.172], [1.934, -7.369, 0.316], [1.284, -7.552, 1.532], [0.782, -6.470, 2.242], [1.679, -3.993, 0.135], [2.570, -5.904, -1.119], [2.326, -8.214, -0.238], [1.167, -8.554, 1.932], [0.277, -6.627, 3.188]], "total_charge": -1, "gap_ev": [6.04, 5.05], "homo_energy_ev": [-3.796, -3.796]}

*b*
{"formula": "C37H29KOPS4", "method": "the ωB97M-V functional and the def2-TZVPD basis", "elements": ["K", "O", "C", "C", "C", "C", "C", "S", "C", "C", "C", "C", "S", "C", "C", "C", "C", "S", "H", "H", "H", "H", "H", "H", "H", "H", "H", "C", "C", "C", "C", "C", "C", "P", "C", "C", "C", "C", "C", "C", "C", "C", "C", "C", "C", "C", "H", "H", "H", "H", "H", "H", "H", "H", "H", "H", "H", "H", "H", "H", "H", "S", "C", "C", "C", "C", "C", "C", "H", "H", "H", "H", "H"], "coordinates": [[0.165, 1.268, 0.702], [2.465, 0.508, 0.775], [3.306, 0.994, -0.164], [3.421, 0.004, -1.335], [2.448, -0.851, -1.754], [2.800, -1.574, -2.923], [4.043, -1.251, -3.375], [4.816, -0.125, -2.339], [4.700, 1.234, 0.404], [5.696, 2.083, 0.021], [6.881, 1.919, 0.790], [6.745, 0.954, 1.739], [5.187, 0.237, 1.709], [2.775, 2.349, -0.722], [2.375, 3.427, 0.017], [1.827, 4.478, -0.764], [1.822, 4.182, -2.093], [2.479, 2.628, -2.393], [1.498, -0.963, -1.242], [2.147, -2.286, -3.406], [4.562, -1.650, -4.231], [5.579, 2.804, -0.776], [7.779, 2.505, 0.651], [7.474, 0.645, 2.471], [2.473, 3.449, 1.094], [1.440, 5.399, -0.353], [1.451, 4.785, -2.905], [-5.470, -3.005, 2.389], [-4.866, -3.655, 1.320], [-3.617, -3.250, 0.882], [-2.954, -2.197, 1.513], [-3.575, -1.538, 2.569], [-4.826, -1.946, 3.010], [-1.309, -1.607, 0.991], [-0.147, -2.935, 1.457], [1.201, -2.581, 1.354], [2.186, -3.520, 1.615], [1.839, -4.808, 2.005], [0.503, -5.152, 2.135], [-0.489, -4.220, 1.857], [-1.397, -1.839, -0.830], [-2.096, -0.862, -1.542], [-2.172, -0.928, -2.924], [-1.543, -1.957, -3.610], [-0.838, -2.925, -2.908], [-0.762, -2.867, -1.524], [-6.451, -3.316, 2.725], [-5.374, -4.471, 0.821], [-3.153, -3.744, 0.037], [-3.093, -0.678, 3.019], [-5.308, -1.419, 3.823], [1.508, -1.574, 1.073], [3.225, -3.233, 1.520], [2.609, -5.540, 2.216], [0.226, -6.151, 2.450], [-1.531, -4.498, 1.957], [-2.569, -0.043, -1.005], [-2.713, -0.163, -3.466], [-1.593, -1.998, -4.691], [-0.341, -3.726, -3.441], [-0.198, -3.616, -0.985], [-2.805, 1.967, 1.061], [-3.254, 3.614, 0.675], [-4.108, 4.350, 1.507], [-4.464, 5.654, 1.211], [-3.981, 6.280, 0.069], [-3.134, 5.568, -0.770], [-2.780, 4.263, -0.474], [-4.488, 3.870, 2.401], [-5.127, 6.190, 1.882], [-4.259, 7.301, -0.162], [-2.744, 6.035, -1.668], [-2.119, 3.718, -1.138]], "total_charge": -1, "gap_ev": 6.29, "homo_energy_ev": -3.961}

Computed stability ranking, most favorable first: *b*, *a*

*a*
{"formula": "C2H6O3", "method": "the ωB97M-V functional and the def2-TZVPD basis", "elements": ["O", "C", "C", "O", "O", "H", "H", "H", "H", "H", "H"], "coordinates": [[-1.062, 1.101, -1.464], [-0.680, 1.039, -0.100], [-0.211, -0.413, 0.292], [1.185, -0.332, 0.479], [1.516, -1.665, 1.093], [-0.257, 0.991, -1.999], [-1.564, 1.282, 0.496], [0.091, 1.790, 0.093], [-0.703, -0.708, 1.226], [-0.440, -1.121, -0.511], [2.127, -1.964, 0.396]], "total_charge": 0, "gap_ev": 11.18, "smiles": "OCCOO", "homo_energy_ev": -10.299}

*b*
{"formula": "C2H6O3", "method": "the ωB97M-V functional and the def2-TZVPD basis", "elements": ["C", "C", "O", "O", "H", "H", "H", "H", "O", "H", "H"], "coordinates": [[-1.905, 0.144, -0.322], [-0.658, 0.223, 0.591], [-0.325, -0.717, 1.255], [-0.064, 1.448, 0.548], [-2.953, 0.016, 0.169], [-1.698, -0.666, -0.960], [-1.944, 1.093, -0.952], [0.654, 1.716, 1.064], [2.415, -0.907, -1.508], [2.742, -1.652, -0.925], [2.365, -1.304, -2.361]], "total_charge": 0, "gap_ev": 11.06, "smiles": "CC(=O)O.O", "homo_energy_ev": -10.341}

Computed stability ranking, most favorable first: *b*, *a*